(one)
Entry from the OMol25 dataset: a 2-piece molecular cluster, H4O2 overall (wB97M-V/def2-TZVPD).

Structure (XYZ):
```
6
Properties=species:S:1:pos:R:3
O -1.51 -0.06 0.05
H -1.27 0.91 -0.12
H -0.72 -0.52 -0.23
O 1.31 0.00 -0.09
H 1.83 -0.70 0.34
H 1.77 0.79 0.32
```

The SMILES is O.O. For the molecular weight, the calculation gives 36.0 Da. The LUMO energy comes out at 0.0210 hartree. Its net charge is 0. For the gap between HOMO and LUMO, the calculation gives 11.395 eV.

***

(two)
Entry from the OMol25 dataset: a 2-piece molecular cluster, H4O2 overall (wB97M-V/def2-TZVPD).

Structure (XYZ):
```
6
Properties=species:S:1:pos:R:3
O -0.76 0.73 -1.45
H 0.00 0.39 -0.92
H -1.53 0.10 -1.26
O 1.05 -0.46 0.94
H 0.67 0.36 1.19
H 0.57 -1.12 1.51
```

The SMILES is O.O. For the molecular weight, the calculation gives 36.0 Da. The LUMO energy comes out at 0.0239 hartree. Its net charge is 0. For the gap between HOMO and LUMO, the calculation gives 11.947 eV.

***

Taking the most stable structure as the zero point, the relative energies in eV are (one) 0.058; (two) 0.000.

***

(one)
Entry from the OMol25 dataset: a 2-piece molecular cluster, C2H4FNO overall (wB97M-V/def2-TZVPD).

Structure (XYZ):
```
9
Properties=species:S:1:pos:R:3
O -0.98 -1.85 -0.30
N -0.99 -0.66 0.02
C -0.63 0.38 0.59
C -1.93 0.53 -0.07
H 0.04 0.52 1.47
H -2.83 0.56 0.53
H -1.99 0.94 -1.06
F 2.98 -1.39 0.12
H 2.32 -1.97 0.50
```

The SMILES is [O-][N+]1=CC1.F. For the molecular weight, the calculation gives 77.1 Da. The LUMO energy comes out at 0.0303 hartree. Its net charge is 0. For the gap between HOMO and LUMO, the calculation gives 10.194 eV.

***

(two)
Entry from the OMol25 dataset: a 2-piece molecular cluster, C2H4FNO overall (wB97M-V/def2-TZVPD).

Structure (XYZ):
```
9
Properties=species:S:1:pos:R:3
C 1.68 -0.51 -0.04
C -0.70 0.55 -0.08
N 0.36 -0.48 0.04
O 2.60 0.23 0.12
F -0.29 -1.68 -0.17
H 2.12 -2.43 0.24
H -1.05 0.64 0.98
H -0.39 1.53 -0.41
H -1.37 0.19 -0.74
```

For the molecular weight, the calculation gives 77.1 Da. The LUMO energy (spin up / spin down) comes out at -0.0002 / -0.0001 hartree. Its net charge is 0. For the gap between HOMO and LUMO (spin up / spin down), the calculation gives 9.029 / 9.020 eV.

***

(three)
Entry from the OMol25 dataset: one molecule with the formula C2H4FNO (wB97M-V/def2-TZVPD).

Structure (XYZ):
```
9
Properties=species:S:1:pos:R:3
C 0.97 -0.54 0.04
N -0.14 0.41 0.13
F 0.34 1.70 0.36
C -1.40 0.32 -0.24
O -2.00 -0.67 -0.56
H 1.09 -1.27 1.02
H 0.98 -1.24 -0.80
H 1.89 -0.02 -0.08
H -1.74 1.30 0.12
```

The SMILES is CN(F)C=O. For the molecular weight, the calculation gives 77.1 Da. The LUMO energy comes out at 0.0298 hartree. Its net charge is 0. For the gap between HOMO and LUMO, the calculation gives 11.032 eV.

***

Taking the most stable structure as the zero point, the relative energies in eV are (one) 1.785; (two) 3.015; (three) 0.000.

***

(one)
Entry from the OMol25 dataset: a 3-piece molecular cluster, C4H16N2O2 overall (wB97M-V/def2-TZVPD).

Structure (XYZ):
```
24
Properties=species:S:1:pos:R:3
N 1.28 -2.14 -0.62
C 0.50 -0.89 -0.75
C 1.47 0.28 -0.72
C 1.79 0.83 0.67
C 0.68 1.09 1.66
N -0.28 2.14 1.26
H 1.39 -2.37 0.37
H 0.73 -2.92 -0.99
H -0.32 -0.79 -0.03
H 0.10 -0.91 -1.76
H 1.04 1.10 -1.31
H 2.35 0.09 -1.32
H 2.42 1.72 0.54
H 2.44 0.08 1.11
H 0.09 0.19 1.82
H 1.13 1.40 2.60
H -1.07 1.68 0.79
H 0.13 2.66 0.49
O -2.47 0.36 0.50
H -3.09 0.74 -0.13
H -3.03 -0.08 1.15
O -2.46 -1.60 -2.14
H -3.13 -1.12 -1.64
H -1.71 -1.55 -1.54
```

The SMILES is NCCCCN.O.O. For the molecular weight, the calculation gives 124.2 Da. The LUMO energy comes out at 0.0047 hartree. Its net charge is 0. For the gap between HOMO and LUMO, the calculation gives 9.235 eV.

***

(two)
Entry from the OMol25 dataset: a 3-piece molecular cluster, C4H16N2O2 overall (wB97M-V/def2-TZVPD).

Structure (XYZ):
```
24
Properties=species:S:1:pos:R:3
C -0.62 1.13 2.34
C -2.04 0.53 2.40
C -2.56 0.21 0.98
N -3.20 1.24 0.08
C -2.58 1.44 -1.23
N -2.98 0.48 -2.24
H 0.03 1.00 3.22
H -0.56 2.17 2.13
H -0.15 0.49 1.57
H -2.31 -0.36 2.98
H -2.66 1.31 2.79
H -3.33 -0.49 1.32
H -2.00 -0.30 0.20
H -3.85 1.93 0.37
H -3.13 2.39 -1.43
H -1.46 1.38 -1.21
H -3.97 0.36 -2.39
H -2.69 -0.46 -1.99
O 5.64 -3.33 -1.30
H 6.00 -3.22 -0.37
H 6.05 -4.18 -1.47
O 5.93 -0.74 -0.58
H 5.09 -1.03 -0.96
H 6.56 -0.58 -1.30
```

The SMILES is CCCNCN.O.O. For the molecular weight, the calculation gives 124.2 Da. The LUMO energy comes out at 0.0330 hartree. Its net charge is 0. For the gap between HOMO and LUMO, the calculation gives 9.094 eV.

***

Taking the most stable structure as the zero point, the relative energies in eV are (one) 0.000; (two) 1.368.

***

(one)
Entry from the OMol25 dataset: a 2-piece molecular cluster, C5H12NO overall (wB97M-V/def2-TZVPD).

Structure (XYZ):
```
19
Properties=species:S:1:pos:R:3
C -1.63 -0.84 -1.43
C -1.67 -0.54 0.06
C -0.49 -1.01 0.86
C -0.59 -1.97 1.78
C 0.81 0.98 0.14
N 0.58 -0.11 0.92
H -1.62 -1.93 -1.57
H -2.46 -0.38 -1.95
H -0.67 -0.59 -1.91
H -1.93 0.50 0.29
H -2.51 -1.11 0.45
H -1.57 -2.43 1.88
H 0.21 -2.41 2.36
H 0.27 1.17 -0.77
H 1.60 1.66 0.39
H 1.14 -0.26 1.73
H 4.07 3.30 -0.58
H 3.21 3.08 -1.80
O 3.24 2.90 -0.85
```

As for the multiplicity: 2. For the molecular weight, the calculation gives 102.2 Da. The LUMO energy (spin up / spin down) comes out at 0.0281 / 0.0274 hartree. Its net charge is 0. For the gap between HOMO and LUMO (spin up / spin down), the calculation gives 6.527 / 9.206 eV.

***

(two)
Entry from the OMol25 dataset: one molecule with the formula C5H12NO (wB97M-V/def2-TZVPD).

Structure (XYZ):
```
19
Properties=species:S:1:pos:R:3
C 1.15 2.11 -0.62
C 0.09 2.74 -1.59
C 0.68 1.02 0.27
N -0.57 0.23 -0.04
C -0.42 -1.34 -0.25
C -0.20 -2.09 1.07
O -0.91 -3.17 1.24
H 1.77 1.55 -1.38
H 1.68 2.89 -0.06
H -0.72 3.24 -1.01
H 0.53 3.59 -2.12
H -0.20 2.12 -2.39
H 0.31 1.60 1.29
H 1.48 0.24 0.55
H -1.22 0.52 0.65
H 0.39 -1.62 -0.88
H -1.33 -1.69 -0.68
H 0.98 -1.88 1.13
H -0.22 -1.42 2.01
```

As for the multiplicity: 2. For the molecular weight, the calculation gives 102.2 Da. The LUMO energy (spin up / spin down) comes out at 0.0314 / -0.0625 hartree. Its net charge is 0. For the gap between HOMO and LUMO (spin up / spin down), the calculation gives 9.616 / 7.044 eV.

***

Taking the most stable structure as the zero point, the relative energies in eV are (one) 0.000; (two) 2.290.